Run one
C3H10S2 | ωB97M-V/def2-TZVPD

Each line ends with the Löwdin charge.
Cartesian coordinates (Å):
1 C 1.339 -1.998 -0.798  -0.1244
2 C 1.061 -0.555 -1.378  -0.3067
3 C 2.350 0.068 -1.806  -0.1554
4 H 2.030 -2.574 -1.442  0.0676
5 H 0.388 -2.532 -0.694  0.0617
6 H 1.897 -1.927 0.138  0.0630
7 H 0.670 -0.029 -0.506  0.0903
8 H 0.251 -0.628 -2.102  0.0960
9 H 2.376 1.147 -1.938  0.0635
10 H 3.280 -0.255 -1.319  0.0747
11 H 2.643 -0.251 -2.816  0.0697
12 S -5.522 3.002 3.652  0.2025
13 S -4.443 1.348 3.327  0.2161
14 H -4.723 4.074 3.393  -0.1883
15 H -3.596 1.110 4.288  -0.2304

Its total charge is 0. For the LUMO energy, the calculation gives 0.0133 Eh. As for the spin multiplicity: 1. The value obtained for the highest occupied orbital energy is -9.38 eV.

---

Run two
C3H10S2 | ωB97M-V/def2-TZVPD

Each line ends with the Löwdin charge.
Cartesian coordinates (Å):
1 C 2.964 0.202 0.203  -0.1306
2 C 3.825 0.019 -1.036  -0.3250
3 C 4.676 1.262 -1.315  -0.1307
4 H 3.649 0.290 1.063  0.0749
5 H 2.365 -0.685 0.389  0.0639
6 H 2.383 1.119 0.190  0.0680
7 H 3.274 -0.199 -1.951  0.0967
8 H 4.490 -0.813 -0.832  0.0924
9 H 5.467 1.102 -2.041  0.0624
10 H 4.080 2.036 -1.805  0.0689
11 H 5.058 1.667 -0.394  0.0606
12 S -2.982 -1.361 0.262  0.2204
13 S -2.747 0.666 0.681  0.2204
14 H -2.519 -1.721 1.466  -0.2172
15 H -4.020 0.878 0.992  -0.2252

Its total charge is 0. For the LUMO energy, the calculation gives 0.0110 Eh. As for the spin multiplicity: 1. The value obtained for the highest occupied orbital energy is -9.60 eV.

---

List of relative energies, unit kcal/mol: run one 11.3; run two 0.0

---

Run one
CH2N2O | ωB97M-V/def2-TZVPD

Each line ends with the Löwdin charge.
Cartesian coordinates (Å):
1 C -0.858 0.190 -0.067  -0.2339
2 N -0.066 1.067 0.103  0.0471
3 N 1.976 0.099 -0.006  0.0923
4 O 1.661 -1.022 -0.103  -0.0444
5 H -1.891 0.566 0.038  0.0741
6 H -0.821 -0.900 0.035  0.0647

Its total charge is 0. For the LUMO energy (spin up / spin down), the calculation gives -0.0043 / -0.0190 Eh. As for the spin multiplicity: 1. The value obtained for the highest occupied orbital energy (spin up / spin down) is -9.12 / -8.71 eV.

---

Run two
CH2N2O | ωB97M-V/def2-TZVPD

Each line ends with the Löwdin charge.
Cartesian coordinates (Å):
1 C 0.449 -0.211 -0.346  -0.2020
2 N -0.051 0.967 -0.218  0.0243
3 N -1.247 0.305 0.176  -0.0160
4 O -0.599 -0.963 0.045  -0.0564
5 H 2.941 -0.584 -0.811  0.1216
6 H -1.493 0.486 1.154  0.1285

Its total charge is 0. For the LUMO energy (spin up / spin down), the calculation gives -0.0759 / -0.0097 Eh. As for the spin multiplicity: 1. The value obtained for the highest occupied orbital energy (spin up / spin down) is -10.42 / -10.61 eV.

---

Run three
CH2N2O | ωB97M-V/def2-TZVPD

Each line ends with the Löwdin charge.
Cartesian coordinates (Å):
1 C 0.169 -0.396 0.023  -0.2086
2 N 0.974 -1.302 -0.052  0.0052
3 N 2.710 -0.392 -0.083  0.0851
4 O 2.538 0.769 0.081  -0.0404
5 H -0.952 -0.681 0.015  0.1034
6 H 0.617 0.647 0.015  0.0552

Its total charge is 0. For the LUMO energy (spin up / spin down), the calculation gives -0.0300 / -0.0299 Eh. As for the spin multiplicity: 1. The value obtained for the highest occupied orbital energy (spin up / spin down) is -9.14 / -9.14 eV.

---

List of relative energies, unit kcal/mol: run one 10.5; run two 102.9; run three 0.0

---

Run one
C4H9OS | ωB97M-V/def2-TZVPD

Each line ends with the Löwdin charge.
Cartesian coordinates (Å):
1 O -2.347 -1.858 0.939  -0.3634
2 C -1.256 -1.667 0.212  -0.5880
3 C -0.253 -0.531 0.723  -0.2029
4 C -0.235 0.711 -0.190  -0.2929
5 C 1.123 0.971 -0.878  -0.5772
6 S 2.232 2.195 -0.086  0.6181
7 H -1.440 -1.430 -0.884  0.0656
8 H -0.647 -2.632 0.166  0.0647
9 H -0.562 -0.510 1.771  0.0883
10 H 0.776 -0.914 0.708  0.0739
11 H -0.864 0.518 -1.067  0.0810
12 H -0.754 1.555 0.270  0.0970
13 H 0.880 1.324 -1.875  0.0494
14 H 1.643 0.019 -0.950  0.0544
15 H 1.705 2.251 1.141  -0.1679

Its total charge is -1. For the LUMO energy, the calculation gives 0.1125 Eh. As for the spin multiplicity: 1. The value obtained for the highest occupied orbital energy is -2.21 eV.

---

Run two
C4H9OS | ωB97M-V/def2-TZVPD

Each line ends with the Löwdin charge.
Cartesian coordinates (Å):
1 C -1.369 -0.430 1.716  -0.5099
2 O -2.223 -1.500 1.848  -0.3442
3 C -0.697 -0.632 0.343  -0.2184
4 C 0.413 0.395 -0.102  -0.2791
5 C 0.816 0.053 -1.483  -0.1554
6 S 2.756 2.354 -1.650  -0.0789
7 H -0.632 -0.367 2.515  0.0742
8 H -1.886 0.554 1.692  0.0844
9 H -0.312 -1.666 0.271  0.1036
10 H -1.591 -0.663 -0.305  0.1026
11 H 0.084 1.442 0.046  0.1074
12 H 1.245 0.331 0.618  0.1094
13 H 0.246 0.333 -2.300  0.0683
14 H 1.418 -0.811 -1.600  0.0857
15 H 1.733 0.606 -1.609  -0.1498

Its total charge is -1. For the LUMO energy, the calculation gives 0.0096 Eh. As for the spin multiplicity: 1. The value obtained for the highest occupied orbital energy is -2.82 eV.

---

List of relative energies, unit kcal/mol: run one 0.0; run two 77.1

---

Run one
C4H8O4 | ωB97M-V/def2-TZVPD

Each line ends with the Löwdin charge.
Cartesian coordinates (Å):
1 C 1.292 -1.095 -0.025  -0.0327
2 C 0.805 0.278 0.428  -0.3018
3 C 0.610 1.271 -0.741  -0.2076
4 O -0.588 1.095 -1.441  -0.0391
5 O -0.394 0.250 1.214  0.0671
6 C -1.482 -0.354 0.761  -0.6287
7 O -1.569 -1.167 -0.118  0.1054
8 O -2.525 0.051 1.489  0.1572
9 H 1.341 -1.767 0.828  0.0908
10 H 2.288 -0.993 -0.448  0.0850
11 H 0.629 -1.534 -0.767  0.0739
12 H 1.539 0.706 1.120  0.1512
13 H 1.482 1.194 -1.408  0.1256
14 H 0.560 2.288 -0.345  0.1280
15 H -0.659 0.178 -1.741  0.0885
16 H -3.328 -0.401 1.194  0.1372

Its total charge is 0. For the LUMO energy, the calculation gives 0.0279 Eh. As for the spin multiplicity: 1. The value obtained for the highest occupied orbital energy is -10.27 eV.

---

Run two
C4H8O4 | ωB97M-V/def2-TZVPD

Each line ends with the Löwdin charge.
Cartesian coordinates (Å):
1 C -0.410 2.696 -2.587  0.0065
2 C -0.321 1.635 -1.573  -0.5923
3 O -1.208 1.497 -0.732  0.0662
4 O 0.812 0.965 -1.671  0.1101
5 H -1.326 3.296 -2.489  0.1036
6 H 0.477 3.305 -2.480  0.0939
7 H -0.387 2.224 -3.523  0.0731
8 H 0.923 0.345 -0.877  0.1362
9 C 0.429 -2.738 2.582  0.0009
10 C 0.332 -1.646 1.592  -0.5535
11 O 1.240 -1.306 0.840  0.0657
12 O -0.906 -1.084 1.551  0.0972
13 H 1.333 -3.315 2.386  0.0867
14 H 0.571 -2.313 3.637  0.1245
15 H -0.432 -3.389 2.498  0.0858
16 H -0.842 -0.407 0.850  0.0953

Its total charge is 0. For the LUMO energy, the calculation gives 0.0289 Eh. As for the spin multiplicity: 1. The value obtained for the highest occupied orbital energy is -10.53 eV.

---

List of relative energies, unit kcal/mol: run one 15.8; run two 0.0

---

Run one
C2H4N4O2 | ωB97M-V/def2-TZVPD

Each line ends with the Löwdin charge.
Cartesian coordinates (Å):
1 C -0.247 -0.136 -0.472  -0.2867
2 C 0.908 1.617 -0.789  -0.2061
3 H -1.907 -2.772 -0.844  0.2044
4 H -2.321 -1.308 0.984  0.1950
5 H 1.303 2.655 -1.120  0.1607
6 H 0.842 -1.209 2.288  0.2045
7 N -1.369 -1.787 0.146  -0.1277
8 N -1.293 -0.796 -0.714  -0.1308
9 N 1.330 1.170 0.427  0.1107
10 N 0.632 0.018 0.629  -0.1971
11 O 0.103 0.862 -1.479  0.0885
12 O 0.274 -0.423 1.834  -0.0154

Its total charge is 0. For the LUMO energy, the calculation gives 0.0115 Eh. As for the spin multiplicity: 1. The value obtained for the highest occupied orbital energy is -8.16 eV.

---

Run two
C2H4N4O2 | ωB97M-V/def2-TZVPD

Each line ends with the Löwdin charge.
Cartesian coordinates (Å):
1 N 0.137 -1.267 2.107  0.1745
2 C -0.018 -0.520 1.012  -0.5232
3 N 0.875 -0.438 0.103  0.1683
4 N 0.212 0.234 -0.912  -0.1496
5 N 0.919 0.729 -1.982  0.1161
6 C -1.064 0.493 -0.561  -0.5014
7 O -1.932 1.142 -1.032  0.1336
8 O -1.201 -0.011 0.732  0.1856
9 H 1.054 -1.193 2.482  0.1004
10 H -0.513 -1.195 2.865  0.1067
11 H 0.956 1.731 -1.996  0.0941
12 H 0.573 0.294 -2.818  0.0949

Its total charge is 0. For the LUMO energy, the calculation gives 0.0264 Eh. As for the spin multiplicity: 1. The value obtained for the highest occupied orbital energy is -8.66 eV.

---

List of relative energies, unit kcal/mol: run one 184.1; run two 0.0

---

Run one
C2H4N4O2 | ωB97M-V/def2-TZVPD

Each line ends with the Löwdin charge.
Cartesian coordinates (Å):
1 C 0.180 1.013 0.996  -0.3246
2 C 0.715 -0.428 -0.544  -0.5678
3 H -0.267 2.452 2.262  0.1212
4 H 1.952 -1.833 -0.277  0.0885
5 H -0.938 -1.388 -2.205  0.1138
6 H -1.499 -1.011 0.982  0.2668
7 N 1.216 0.415 0.455  0.1520
8 N 1.161 -1.619 -1.010  0.1288
9 N -0.359 0.251 -0.890  -0.1385
10 N -1.303 0.688 0.233  0.1687
11 O 0.480 1.891 2.008  0.0862
12 O -1.337 -0.431 -2.010  -0.0950

Its total charge is 0. For the LUMO energy, the calculation gives -0.0723 Eh. As for the spin multiplicity: 1. The value obtained for the highest occupied orbital energy is -9.86 eV.

---

Run two
C2H4N4O2 | ωB97M-V/def2-TZVPD

Each line ends with the Löwdin charge.
Cartesian coordinates (Å):
1 O 2.037 1.289 0.784  -0.1041
2 N 1.145 0.325 1.251  -0.0513
3 C 0.059 -0.021 0.410  -0.3617
4 N -0.828 -0.818 1.056  0.0371
5 N -1.890 -1.186 0.171  0.0386
6 C -1.415 -1.168 -1.061  -0.2997
7 O -0.254 -0.884 -1.671  -0.0201
8 N -0.040 0.443 -0.924  0.1253
9 H 1.561 2.279 0.780  0.1938
10 H 0.876 0.339 2.271  0.1653
11 H -2.163 -1.373 -1.938  0.1480
12 H 0.913 0.775 -1.129  0.1288

Its total charge is 0. For the LUMO energy, the calculation gives -0.0095 Eh. As for the spin multiplicity: 1. The value obtained for the highest occupied orbital energy is -8.73 eV.

---

Run three
C2H4N4O2 | ωB97M-V/def2-TZVPD

Each line ends with the Löwdin charge.
Cartesian coordinates (Å):
1 C -0.681 -1.716 -0.485  -0.0759
2 N -1.358 -0.428 -0.149  -0.2061
3 N -0.904 0.601 0.466  0.0546
4 C 0.446 0.852 0.333  -0.2412
5 O 1.605 0.798 -0.404  -0.0424
6 N 2.422 2.047 -0.175  0.1291
7 N 1.890 2.556 0.820  -0.0084
8 O 0.793 1.948 1.348  -0.0262
9 H -0.382 -2.484 0.309  0.0987
10 H -1.525 -2.239 -1.083  0.1028
11 H 0.038 -1.357 -1.218  0.0651
12 H -2.344 -0.579 0.237  0.1499

Its total charge is 0. For the LUMO energy, the calculation gives 0.0198 Eh. As for the spin multiplicity: 1. The value obtained for the highest occupied orbital energy is -8.11 eV.

---

List of relative energies, unit kcal/mol: run one 60.6; run two 0.0; run three 4.5